Below is a structure of composition C35H52AsOP3PbS, with properties calculated with wB97M-V/def2-TZVPD.

Structure (XYZ):
```
94
Properties=species:S:1:pos:R:3:lowdin_charge:R:1
Pb 0.667 -0.197 -0.170 1.09
P -2.067 -1.480 -0.909 0.81
P 0.993 -2.222 2.038 0.73
P 0.772 -2.859 -1.442 0.69
H 2.910 2.687 -2.938 0.06
C 2.628 2.415 -3.963 -0.11
C 1.344 2.467 -4.353 -0.04
H 0.583 2.952 -3.735 0.05
C -3.400 -0.249 -0.619 -0.22
C -2.871 -2.926 -0.092 -0.21
C -2.503 -1.866 -2.655 -0.25
C 2.735 -2.091 2.608 -0.25
C 0.189 -1.778 3.625 -0.25
C 0.787 -4.045 2.154 -0.25
C 0.908 -2.259 -3.168 -0.27
C 0.076 -4.535 -1.705 -0.21
C 2.518 -3.298 -1.103 -0.27
H 3.448 2.198 -4.667 0.04
H 1.033 2.122 -5.352 0.07
H -3.063 0.739 -0.958 0.05
H -3.658 -0.191 0.447 0.03
H -4.291 -0.539 -1.194 0.08
H -3.061 -2.690 0.963 0.05
H -2.226 -3.812 -0.156 0.03
H -3.829 -3.141 -0.589 0.09
H -2.128 -1.062 -3.302 0.06
H -3.598 -1.893 -2.725 0.07
H -2.100 -2.828 -2.990 0.04
H 2.879 -2.729 3.489 0.07
H 2.947 -1.046 2.871 0.06
H 3.413 -2.409 1.808 0.04
H 0.668 -2.340 4.441 0.08
H -0.878 -2.033 3.586 0.05
H 0.286 -0.699 3.794 0.03
H 1.071 -4.382 3.158 0.08
H 1.403 -4.564 1.414 0.03
H -0.268 -4.295 1.983 0.05
H 1.693 -2.844 -3.664 0.07
H 1.190 -1.197 -3.204 0.01
H -0.044 -2.383 -3.693 0.05
H 0.744 -5.079 -2.385 0.09
H -0.928 -4.491 -2.143 0.05
H 0.026 -5.061 -0.744 0.06
H 2.885 -3.825 -1.992 0.08
H 2.600 -3.934 -0.216 0.05
H 3.127 -2.399 -0.947 0.00
C 5.261 -0.546 -4.130 -0.52
C 6.544 -1.060 -3.837 -0.04
C 7.599 -0.872 -4.736 0.03
C 7.391 -0.179 -5.937 0.07
C 6.117 0.299 -6.242 0.02
C 5.043 0.099 -5.364 -0.04
S 3.990 -0.785 -2.957 0.95
H 3.346 0.420 -2.787 -0.09
H 6.699 -1.582 -2.896 0.13
H 8.581 -1.248 -4.486 0.14
H 8.228 0.022 -6.611 0.16
H 5.963 0.854 -7.165 0.14
H 4.039 0.450 -5.603 0.11
O -0.862 0.620 1.437 -0.77
As -1.816 1.860 2.149 1.28
C -3.572 1.182 2.654 -0.33
C -4.626 2.089 2.840 -0.08
C -5.883 1.627 3.246 -0.03
C -6.083 0.270 3.493 -0.03
C -5.026 -0.630 3.352 -0.05
C -3.761 -0.176 2.945 -0.14
C -0.993 2.431 3.797 -0.31
C -0.450 3.720 3.895 -0.08
C 0.084 4.150 5.115 -0.04
C 0.063 3.299 6.227 -0.03
C -0.502 2.022 6.130 -0.04
C -1.049 1.591 4.917 -0.10
C -1.936 3.209 0.782 -0.32
C -3.150 3.460 0.127 -0.10
C -3.221 4.508 -0.796 -0.04
C -2.080 5.282 -1.067 -0.03
C -0.853 4.974 -0.460 -0.05
C -0.766 3.916 0.450 -0.12
H -4.476 3.153 2.665 0.12
H -6.705 2.334 3.357 0.13
H -7.066 -0.096 3.788 0.13
H -5.167 -1.692 3.544 0.12
H -2.932 -0.877 2.843 0.08
H -0.450 4.389 3.035 0.09
H 0.525 5.145 5.189 0.13
H 0.493 3.626 7.173 0.13
H -0.518 1.350 6.988 0.12
H -1.527 0.613 4.846 0.10
H -4.031 2.844 0.341 0.10
H -4.168 4.711 -1.303 0.13
H -2.148 6.117 -1.763 0.13
H 0.047 5.551 -0.697 0.12
H 0.193 3.648 0.908 0.11
```

Net charge: +4
DFT total energy: -143933.168 eV
Relative energy (zero: lowest compared OMol25 entry of this formula, charge and spin): 0.0 kcal per mole
Largest force on an atom: 0.0557 hartree/bohr
E_HOMO (alpha / beta): -17.572 / -17.564 eV
HOMO-LUMO gap (alpha / beta): 3.89 / 3.23 eV